# 1
Computed, not measured: a molecular structure, C57H48BrIrN4O2PSi, with ωB97M-V with the def2-TZVPD basis set.

Atoms and positions in Å:
Ir (0.533425, 0.127065, -0.787415)
Br (-2.355689, 4.049886, 10.396310)
C (-1.150540, 3.321320, 9.168136)
C (-0.283071, 2.313391, 9.576085)
C (0.605966, 1.783804, 8.663403)
C (0.612592, 2.266758, 7.354317)
C (-0.256717, 3.286843, 6.945834)
C (-1.140661, 3.811125, 7.856796)
N (1.527512, 1.649433, 6.498066)
N (1.656872, 2.030838, 5.358256)
C (1.771740, 1.870417, 4.090441)
C (2.604361, 2.754842, 3.312400)
C (2.667374, 2.608716, 1.973904)
C (1.890236, 1.613909, 1.261142)
O (1.924797, 1.563606, -0.034547)
C (1.110562, 0.755145, 1.995813)
N (0.262652, -0.101513, 1.275437)
C (-0.415163, -0.985191, 1.912135)
C (-0.125124, -1.352246, 3.320845)
C (0.390975, -0.199710, 4.089929)
C (1.050686, 0.776302, 3.426383)
H (-0.306238, 1.957735, 10.595907)
H (1.299595, 1.002258, 8.943191)
H (-0.224758, 3.663097, 5.931150)
H (-1.821598, 4.601788, 7.576220)
H (3.165982, 3.518610, 3.831488)
H (3.291566, 3.262997, 1.378193)
H (-1.149372, -1.556233, 1.360620)
H (-0.993139, -1.806988, 3.795016)
H (0.272926, -0.190044, 5.166545)
C (2.665517, 3.278994, -2.684977)
C (1.150399, 3.110880, -2.759561)
C (0.489634, 4.301370, -3.449213)
C (0.711126, 1.817756, -3.456341)
C (1.363891, 1.573605, -4.809439)
O (2.461369, 0.677452, -4.495321)
C (2.192342, 0.136829, -3.314778)
N (1.161916, 0.609986, -2.700634)
C (3.143079, -0.898943, -2.870613)
C (4.385191, -0.929613, -3.502352)
C (5.335367, -1.869713, -3.140725)
C (5.043457, -2.803118, -2.160053)
C (3.802791, -2.789941, -1.539864)
C (2.847774, -1.835644, -1.872326)
P (1.184165, -1.959212, -1.143727)
C (0.401367, -3.149631, -2.244041)
C (-0.353996, -2.667347, -3.302618)
C (-0.913773, -3.542345, -4.218693)
C (-0.713448, -4.907846, -4.076839)
C (0.071395, -5.394347, -3.038634)
C (0.641320, -4.518266, -2.128927)
C (1.446241, -2.712837, 0.472713)
C (0.564472, -3.658577, 1.079540)
C (0.406180, -3.672910, 2.424082)
C (1.009742, -2.595558, 3.249622)
C (2.258709, -2.071118, 2.654261)
C (2.409795, -2.071313, 1.309230)
H (2.907089, 4.166833, -2.099517)
H (3.106342, 3.419005, -3.674756)
H (3.147783, 2.431716, -2.197991)
H (0.774519, 3.056838, -1.732128)
H (0.825287, 4.400852, -4.484188)
H (0.747198, 5.229081, -2.938732)
H (-0.598080, 4.204969, -3.457647)
H (-0.369709, 1.806334, -3.544943)
H (1.778773, 2.461315, -5.277426)
H (0.707457, 1.054264, -5.507489)
H (4.603675, -0.209328, -4.276890)
H (6.298524, -1.875964, -3.631933)
H (5.775234, -3.549044, -1.880650)
H (3.578829, -3.536795, -0.788553)
H (-0.494151, -1.598765, -3.404288)
H (-1.508675, -3.164186, -5.040083)
H (-1.157866, -5.595561, -4.783601)
H (0.244967, -6.457753, -2.942800)
H (1.275175, -4.905649, -1.340863)
H (0.013980, -4.357575, 0.463785)
H (-0.249665, -4.391589, 2.898815)
H (1.133056, -2.890098, 4.290947)
H (2.991830, -1.594214, 3.291869)
H (3.244806, -1.548161, 0.856861)
C (-2.540534, 2.404305, 2.545069)
C (-1.706389, 2.880511, 1.543943)
C (-1.581788, 2.169395, 0.356436)
C (-2.273214, 0.969075, 0.146137)
C (-3.123168, 0.521723, 1.159296)
C (-3.258794, 1.230664, 2.345445)
Si (-1.792753, -0.135887, -1.311722)
C (-2.773808, -1.728988, -1.224860)
C (-4.046059, -1.757562, -1.806639)
C (-4.848461, -2.887862, -1.719780)
C (-4.396327, -4.014607, -1.050104)
C (-3.140185, -4.005439, -0.458868)
C (-2.348885, -2.871665, -0.548754)
C (-2.337926, 0.763356, -2.880504)
C (-2.349516, 0.147856, -4.139069)
C (-2.699268, 0.845612, -5.285172)
C (-3.067302, 2.182235, -5.200188)
C (-3.113043, 2.800529, -3.960073)
C (-2.752947, 2.098242, -2.816684)
H (-2.659996, 2.960140, 3.466545)
H (-1.166234, 3.810137, 1.676933)
H (-0.941934, 2.575133, -0.423985)
H (-3.683418, -0.397026, 1.021169)
H (-3.937281, 0.876924, 3.111738)
H (-4.420682, -0.889868, -2.336884)
H (-5.828467, -2.888632, -2.178696)
H (-5.020013, -4.896718, -0.989180)
H (-2.778417, -4.883416, 0.062662)
H (-1.362943, -2.891280, -0.102540)
H (-2.116058, -0.904492, -4.232208)
H (-2.702819, 0.343000, -6.244197)
H (-3.344417, 2.728048, -6.092387)
H (-3.437665, 3.830198, -3.880295)
H (-2.809397, 2.603257, -1.862168)

Atoms 1-6, force components in eV/Å:
Ir 0.302 -0.101 -0.082
Br 0.014 -0.010 -0.012
C -0.008 0.005 0.010
C -0.003 -0.003 0.015
C -0.004 0.002 0.002
C 0.066 0.051 -0.021

Values from the calculation:
total charge = +2
E = -159977.7862 eV
strongest force on any atom = 0.72 eV/Å
2S+1 = 2

Mulliken atomic charge list, values in e, 99 entries: 1.20, -0.08, 0.15, -0.50, -0.25, 0.50, -0.28, -0.69, -0.81, 0.46, 0.50, -0.96, -0.83, 0.40, -0.43, -0.12, 1.31, -1.15, -0.67, -1.55, 0.80, 0.44, 0.48, 0.44, 0.44, 0.54, 0.60, -0.45, 0.91, 0.70, -1.78, 1.55, -1.58, 1.07, -0.68, -0.43, 1.09, 0.16, -0.55, -0.83, -0.86, -0.82, -0.56, 0.31, 2.02, 1.31, 0.37, -0.94, -0.80, -0.89, -0.44, 0.73, -1.17, -1.39, 0.20, -1.14, -1.21, 0.48, 0.35, 0.25, -0.53, 0.34, 0.45, 0.35, -0.83, 0.39, 0.28, 0.60, 0.45, 0.49, 0.42, -0.17, 0.53, 0.46, 0.49, 0.44, 0.38, 0.41, 0.88, 0.38, 0.50, -0.79, -1.00, -0.25, 0.42, -0.61, -0.81, 2.07, 1.39, -1.19, -0.81, -0.89, -0.64, 0.27, 0.13, -0.18, -0.70, -0.77, -0.64

=====

# 2
Computed, not measured: 6 unconnected molecules or ions with the total composition C55H65Br2Cl3F6N2O6P at a distorted geometry, with ωB97M-V with the def2-TZVPD basis set.

Atoms and positions in Å:
C (-3.212047, -0.883316, -0.012070)
C (-1.914756, -1.051361, -0.736101)
O (-1.760042, -0.702395, -1.868001)
O (-0.928303, -1.679360, -0.036991)
C (0.046845, -0.778524, 0.513435)
C (0.693106, -1.456005, 1.705918)
C (-0.320920, -1.640368, 2.859378)
C (-0.042186, -0.741390, 4.070105)
C (-0.059532, 0.732535, 3.631199)
C (-0.184884, 1.851554, 4.679703)
C (0.194554, 1.266500, 6.036128)
C (-1.714072, 2.155725, 4.904152)
F (-1.934628, 2.564129, 6.202725)
P (-2.877238, 0.647137, 4.813314)
O (-2.931853, -0.105905, 6.078311)
O (-2.323783, 2.989066, 3.997563)
C (-1.751605, 4.299622, 3.789352)
C (-2.058759, 5.123065, 5.039886)
C (-3.504027, 4.999198, 5.576920)
C (-3.538794, 4.880525, 7.096515)
O (-4.157032, 6.244720, 5.228314)
C (-2.635927, 4.841654, 2.649370)
C (-2.444081, 6.298194, 2.195574)
C (-3.735489, 7.127418, 2.168357)
Cl (-1.743936, 6.330186, 0.524733)
C (-0.295579, 3.953501, 3.271821)
Cl (0.565570, 5.249040, 2.482950)
O (-0.612392, 2.991550, 2.232267)
C (-0.441382, 3.246759, 0.968063)
N (-0.124870, 3.083490, -0.126829)
N (0.639583, 3.149038, 4.241574)
C (1.985527, 2.759170, 3.540103)
C (2.151409, 2.429462, 2.055849)
C (3.431870, 1.596522, 1.942261)
Cl (3.702949, 1.197853, 0.249085)
C (1.175244, 4.046970, 5.391062)
Br (0.842863, 5.932391, 5.484412)
C (2.118694, 3.730126, 6.300334)
C (2.598917, 4.652336, 7.379936)
Br (3.174128, 2.145073, 6.372676)
H (-3.072966, -0.882673, 1.065843)
H (-3.862876, -1.719899, -0.258059)
H (-3.701253, 0.028953, -0.332629)
H (0.779019, -0.551572, -0.260858)
H (-0.448656, 0.160984, 0.779022)
H (0.988102, -2.439087, 1.350728)
H (1.561893, -0.860973, 1.979970)
H (-0.218241, -2.657033, 3.231024)
H (-1.332898, -1.521779, 2.480668)
H (0.948658, -1.023054, 4.424643)
H (-0.745723, -1.003190, 4.858954)
H (-0.801372, 0.837041, 2.847227)
H (0.866525, 0.808557, 3.080290)
H (0.316800, 1.992217, 6.829063)
H (-0.590409, 0.590232, 6.363150)
H (1.081734, 0.651128, 5.995691)
H (-4.100613, 1.275782, 4.538444)
H (-2.575623, -0.097451, 3.666113)
H (-1.448427, 4.860024, 5.892486)
H (-1.903748, 6.186971, 4.903855)
H (-4.078009, 4.216047, 5.089319)
H (-4.443072, 4.393637, 7.447437)
H (-2.674344, 4.377732, 7.516662)
H (-3.540313, 5.895701, 7.486931)
H (-5.072845, 6.052285, 5.008582)
H (-2.617720, 4.188689, 1.781868)
H (-3.662005, 4.757963, 2.993185)
H (-1.702779, 6.823159, 2.785871)
H (-3.574182, 8.112614, 2.591340)
H (-4.558520, 6.620092, 2.654722)
H (-4.035368, 7.291382, 1.138001)
H (2.247996, 1.837008, 4.036937)
H (2.720278, 3.518757, 3.766864)
H (2.297569, 3.294909, 1.419024)
H (1.372057, 1.847029, 1.588256)
H (4.285303, 2.180993, 2.278844)
H (3.389404, 0.695503, 2.550569)
H (1.771462, 5.027354, 7.976224)
H (3.168410, 5.479493, 6.962379)
H (3.257605, 4.124840, 8.057926)
F (-0.524568, -6.439447, -5.411639)
C (-0.249570, -5.258319, -4.817501)
C (0.957227, -4.644196, -5.080894)
C (1.230934, -3.428492, -4.470528)
C (0.307472, -2.853683, -3.608360)
C (-0.897040, -3.494285, -3.357712)
C (-1.186064, -4.706126, -3.968073)
H (1.665029, -5.112949, -5.751296)
H (2.169063, -2.929077, -4.671628)
H (0.520714, -1.906225, -3.132680)
H (-1.613429, -3.047189, -2.686898)
H (-2.121949, -5.219678, -3.793683)
F (0.360776, -11.458527, -10.102360)
C (0.635667, -10.280880, -9.507179)
C (1.837005, -9.659453, -9.779727)
C (2.109557, -8.444397, -9.168650)
C (1.189912, -7.877213, -8.297651)
C (-0.011942, -8.521862, -8.040387)
C (-0.298096, -9.734097, -8.650458)
H (2.540630, -10.123231, -10.457465)
H (3.044048, -7.940431, -9.374563)
H (1.407580, -6.931471, -7.819822)
H (-0.726808, -8.080405, -7.359562)
H (-1.230829, -10.251625, -8.470249)
F (3.798630, -2.430607, 1.082848)
C (3.838052, -3.747791, 1.395681)
C (3.566821, -4.132649, 2.692803)
C (3.601756, -5.483100, 3.009703)
C (3.910765, -6.420562, 2.035211)
C (4.181481, -6.007512, 0.738059)
C (4.142048, -4.660989, 0.408341)
H (3.334750, -3.383929, 3.439576)
H (3.387491, -5.802266, 4.020507)
H (3.940295, -7.471624, 2.286263)
H (4.425147, -6.735902, -0.022732)
H (4.342504, -4.319212, -0.598070)
F (4.150080, 8.735210, 2.016730)
C (3.345856, 8.716226, 0.932550)
C (3.779062, 9.302083, -0.237814)
C (2.942013, 9.272863, -1.344169)
C (1.693417, 8.670417, -1.266267)
C (1.277816, 8.088700, -0.077167)
C (2.111437, 8.108841, 1.033229)
H (4.752352, 9.771707, -0.276164)
H (3.268387, 9.723094, -2.271364)
H (1.046275, 8.653559, -2.132263)
H (0.305258, 7.616542, -0.003890)
H (1.814958, 7.664735, 1.975350)
F (-3.726947, -4.736289, -12.649642)
C (-3.129509, -5.882490, -12.262182)
C (-3.279641, -7.010128, -13.042578)
C (-2.659502, -8.183428, -12.639350)
C (-1.912134, -8.216400, -11.469857)
C (-1.778460, -7.069429, -10.699352)
C (-2.388274, -5.888101, -11.098658)
H (-3.871681, -6.963745, -13.946488)
H (-2.760943, -9.075837, -13.241907)
H (-1.434314, -9.135112, -11.160651)
H (-1.201701, -7.090390, -9.787927)
H (-2.292864, -4.979473, -10.519315)

Atoms 1-6, force components in eV/Å:
C -0.096 -0.063 0.369
C -0.161 0.223 -0.613
O 0.175 0.106 -0.059
O 0.012 -0.107 0.605
C 0.233 -0.068 -0.447
C -1.173 0.049 -0.329

Values from the calculation:
total charge = +1
E = -276588.3400 eV
strongest force on any atom = 1.95 eV/Å
2S+1 = 1

Mulliken atomic charge list, values in e, 99 entries: -0.96, 0.68, -0.51, -0.27, -0.23, -0.13, -1.26, -1.08, -0.11, 2.24, -2.74, 0.44, -0.38, 0.42, -0.71, -0.49, 1.31, -1.54, -0.29, -1.77, -0.60, -2.64, 0.72, -1.40, -0.26, -1.05, 0.71, 0.07, 0.49, -0.61, 1.46, -1.60, -0.68, -0.56, -0.15, 0.04, 0.03, 0.25, -1.60, -0.05, 0.18, 0.30, 0.35, 0.61, -0.26, 0.40, 0.13, 0.47, 0.33, 0.33, 0.76, 0.20, -0.45, 0.38, 0.63, 0.55, 0.10, 0.00, 0.66, 0.84, 0.70, 0.41, 0.28, 0.42, 0.39, 0.92, 0.78, 0.16, 0.31, 0.27, 0.48, 0.60, 0.86, 0.90, -0.24, 0.46, 0.29, 0.40, 0.36, 0.52, -0.24, 0.45, -0.33, -0.58, -0.50, 0.05, -0.76, 0.40, 0.37, 0.46, 0.23, 0.43, -0.36, 0.29, -0.41, -0.53, -0.15, -0.45, -0.34